1.
Entry from the OMol25 dataset: 3 unconnected molecules or ions with the total composition C16H34N3O5S at a distorted geometry (ωB97M-V with the def2-TZVPD basis set).

Output
**Charge**: 0
**Highest occupied orbital energy (alpha / beta)**: -9.04 / -9.48 eV
**Multiplicity**: 2
**Orbital gap (alpha / beta)**: 0.35052 / 0.33603 Eh

Last column: Mulliken spin population.
CARTESIAN COORDINATES (ANGSTROEM)
C: 2.08681 -1.55273 3.96912  0.00
C: 1.49551 -1.75600 2.45477  0.02
C: 1.29483 -3.40788 2.27334  0.00
C: -0.01546 -1.12584 2.42280  0.03
C: 0.13976 0.52334 2.38602  -0.01
C: -1.28836 1.31288 2.54337  0.00
S: -0.85461 3.01972 3.28381  0.00
O: -1.84023 4.13412 2.84064  0.00
O: -0.69345 2.90489 4.82780  0.00
C: 0.91875 0.84079 0.94154  0.03
C: 2.39709 0.14521 1.05187  0.01
C: 3.34753 1.05093 2.05493  0.01
C: 3.08630 0.31893 -0.46364  -0.01
N: 2.40744 -1.33386 1.33401  0.36
O: 2.28282 -2.08977 0.22882  0.57
H: 2.84262 -2.42324 4.17763  0.00
H: 1.16789 -1.73382 4.70949  0.00
H: 2.48433 -0.48080 4.21477  0.00
H: 2.31910 -3.97756 2.27543  0.00
H: 0.73678 -3.74608 3.27269  0.00
H: 0.57644 -3.68558 1.39216  0.00
H: -0.58221 -1.41954 1.41685  0.00
H: -0.69263 -1.49949 3.30468  0.00
H: 0.81168 0.86629 3.31114  0.00
H: -1.70967 1.54090 1.46107  0.00
H: -2.07962 0.77511 3.22709  0.00
H: 0.45018 3.32303 2.77870  0.00
H: 0.94906 1.99873 0.76959  0.00
H: 0.25273 0.36349 0.10570  0.00
H: 4.05301 1.76240 1.41331  0.00
H: 2.73895 1.75148 2.76907  0.00
H: 4.08754 0.36723 2.68201  -0.01
H: 3.24777 1.49410 -0.59469  0.00
H: 4.13689 -0.20216 -0.49973  0.00
H: 2.35905 0.00182 -1.33034  0.01
C: -0.62150 -1.18478 -5.02025  0.00
C: 0.09422 -1.21888 -3.69873  0.00
O: 0.20617 -0.22143 -2.98984  0.00
N: 0.62976 -2.40530 -3.29138  0.00
C: 0.60572 -3.67752 -3.97352  0.00
H: -0.99236 -0.17294 -5.20714  0.00
H: 0.06659 -1.45478 -5.82521  0.00
H: -1.47462 -1.86745 -5.00117  0.00
H: 1.09527 -2.34941 -2.39289  0.01
H: 0.11024 -4.40171 -3.32260  0.00
H: 1.63861 -3.99246 -4.13980  0.00
H: 0.08169 -3.62873 -4.92918  0.00
C: -4.93653 1.83282 -1.20292  0.00
C: -3.49234 1.45558 -1.38128  0.00
O: -3.00853 0.45466 -0.85776  0.00
N: -2.71036 2.26380 -2.15304  0.00
C: -3.08640 3.47257 -2.84723  0.00
H: -5.42916 1.09448 -0.56382  0.00
H: -5.01073 2.81105 -0.72135  0.00
H: -5.44247 1.84390 -2.17148  0.00
H: -1.75106 1.94518 -2.22606  0.00
H: -2.88863 3.32742 -3.91187  0.00
H: -2.46051 4.28651 -2.47378  0.00
H: -4.13769 3.72641 -2.70353  0.00



2.
Entry from the OMol25 dataset: a gas-phase ion, C16H34N5S2 (charge +1) (ωB97M-V with the def2-TZVPD basis set).

Output
**Energy relative to the best compared isomer or geometry (same formula, charge and spin)**: 17.0 kJ/mol
**Charge**: +1
**Highest occupied orbital energy**: -10.74 eV
**Orbital gap**: 0.31642 Eh
**SMILES**: CCCCNC(=S)NCC[NH+]1CCN(C(=S)NCCCC)CC1

Last column: natural (NBO) charge in e.
CARTESIAN COORDINATES (ANGSTROEM)
C: 3.85436 1.94756 1.33828  -0.61
C: 5.29664 1.47853 1.50519  -0.40
C: 6.11500 1.50963 0.21045  -0.41
C: 5.95796 0.28205 -0.69489  -0.22
N: 4.65883 0.18825 -1.32783  -0.56
C: 3.61533 -0.57112 -1.00140  0.35
S: 2.24629 -0.48139 -1.97772  -0.23
N: 3.65741 -1.34978 0.09780  -0.61
C: 2.73306 -2.42347 0.38846  -0.24
C: 1.48228 -1.94242 1.13880  -0.22
N: 0.46967 -1.41589 0.19953  -0.47
C: -0.32272 -0.29879 0.74526  -0.24
C: -1.23850 0.26475 -0.35127  -0.23
N: -2.12980 -0.76267 -0.84376  -0.48
C: -3.27424 -1.03582 -0.09641  0.29
S: -3.53932 -2.49622 0.63437  -0.23
N: -4.16461 -0.04476 0.03016  -0.59
C: -4.29383 1.11986 -0.82151  -0.23
C: -5.72451 1.26819 -1.35104  -0.41
C: -6.66401 2.03032 -0.41461  -0.39
C: -6.91340 1.34329 0.92397  -0.62
C: -1.38043 -1.89108 -1.35032  -0.24
C: -0.43182 -2.47356 -0.30055  -0.26
H: 3.83542 2.96985 0.96928  0.22
H: 3.34507 1.92883 2.29922  0.21
H: 3.29748 1.32656 0.64149  0.19
H: 5.77963 2.14041 2.22531  0.22
H: 5.31988 0.47326 1.93488  0.18
H: 5.86052 2.40727 -0.35537  0.21
H: 7.17355 1.57219 0.46586  0.23
H: 6.16345 -0.63220 -0.13279  0.19
H: 6.69851 0.34498 -1.49694  0.23
H: 4.50827 0.80722 -2.11322  0.43
H: 4.48496 -1.29190 0.67191  0.41
H: 3.25622 -3.15564 1.00417  0.24
H: 2.44092 -2.91050 -0.54747  0.23
H: 1.76916 -1.15061 1.83421  0.23
H: 1.04618 -2.76313 1.71157  0.23
H: 1.04277 -1.03303 -0.67272  0.43
H: 0.35313 0.48162 1.09855  0.23
H: -0.92664 -0.66513 1.58068  0.23
H: -1.81044 1.09604 0.05778  0.24
H: -0.63193 0.62888 -1.18667  0.22
H: -4.98493 -0.28243 0.57224  0.43
H: -4.01990 2.02267 -0.26202  0.19
H: -3.59767 0.99892 -1.65467  0.22
H: -5.67889 1.80740 -2.29845  0.22
H: -6.13060 0.27608 -1.55873  0.21
H: -6.25915 3.02909 -0.23717  0.20
H: -7.61914 2.15250 -0.92800  0.22
H: -7.69140 1.87223 1.46879  0.23
H: -6.02071 1.34441 1.54636  0.19
H: -7.25087 0.31895 0.77623  0.20
H: -2.07980 -2.66695 -1.66221  0.26
H: -0.81430 -1.54892 -2.22195  0.21
H: 0.15791 -3.27688 -0.74061  0.23
H: -1.02628 -2.86751 0.52945  0.26



3.
Entry from the OMol25 dataset: C16H34NO4PS2 in the gas phase at a distorted geometry (ωB97M-V with the def2-TZVPD basis set).

Output
**Energy relative to the best compared isomer or geometry (same formula, charge and spin)**: 0.0 kJ/mol
**Charge**: 0
**Highest occupied orbital energy**: -8.46 eV
**Orbital gap**: 0.30514 Eh
**SMILES**: CCCCCCCCO[P@@](=O)(O)OCCCSC(=S)N(CC)CC

Last column: natural (NBO) charge in e.
CARTESIAN COORDINATES (ANGSTROEM)
C: 3.08868 0.17264 3.66726  -0.60
C: 1.85411 0.83996 3.06287  -0.40
C: 2.17926 1.69392 1.81147  -0.41
C: 1.32189 1.28616 0.61785  -0.39
C: 1.50947 2.08258 -0.68737  -0.41
C: 2.88416 2.69456 -0.97853  -0.40
C: 3.89752 1.75563 -1.64877  -0.42
C: 4.09598 0.38254 -1.03242  -0.08
O: 3.15651 -0.55627 -1.60470  -0.82
P: 3.24881 -2.07340 -1.11086  2.56
O: 4.45576 -2.80454 -1.52994  -1.07
O: 3.07840 -2.03411 0.48306  -1.00
O: 1.89708 -2.67748 -1.67709  -0.81
C: 0.70492 -2.77587 -0.87946  -0.07
C: -0.41861 -3.29985 -1.77811  -0.44
C: -1.68090 -2.43254 -1.82062  -0.51
S: -2.27684 -2.08992 -0.14026  0.20
C: -3.96590 -1.54893 -0.47068  -0.07
S: -5.06337 -2.62315 -1.00476  -0.02
N: -4.19569 -0.22634 -0.13191  -0.47
C: -5.59642 0.13548 0.11240  -0.23
C: -6.10111 -0.41003 1.44346  -0.61
C: -3.49850 0.75549 -0.97755  -0.21
C: -3.05157 1.99861 -0.19355  -0.63
H: 3.62783 -0.42931 2.93124  0.20
H: 2.78906 -0.51063 4.46781  0.21
H: 3.75930 0.90406 4.12186  0.21
H: 1.36026 1.45221 3.81968  0.21
H: 1.15262 0.05131 2.76683  0.19
H: 3.24665 1.58500 1.60243  0.19
H: 1.97910 2.74591 2.03491  0.21
H: 0.27816 1.40502 0.93265  0.21
H: 1.42116 0.21349 0.40467  0.17
H: 1.29209 1.39984 -1.51823  0.21
H: 0.74975 2.86573 -0.74771  0.21
H: 3.32313 3.18292 -0.10427  0.20
H: 2.71002 3.49993 -1.70017  0.21
H: 4.86620 2.25917 -1.68012  0.22
H: 3.57766 1.61590 -2.68592  0.22
H: 5.10068 0.01571 -1.25095  0.21
H: 3.98865 0.40240 0.05723  0.17
H: 2.73222 -1.21207 0.84003  0.51
H: 0.88867 -3.46389 -0.05397  0.20
H: 0.44407 -1.79207 -0.47786  0.18
H: -0.02547 -3.33809 -2.79680  0.24
H: -0.70112 -4.31394 -1.49179  0.22
H: -2.46597 -2.98568 -2.34002  0.24
H: -1.48972 -1.50617 -2.36887  0.20
H: -6.24303 -0.14800 -0.72300  0.21
H: -5.61817 1.22819 0.17158  0.20
H: -7.14608 -0.12971 1.58018  0.22
H: -5.53878 0.06141 2.25402  0.21
H: -5.98261 -1.48962 1.51612  0.22
H: -2.61230 0.26004 -1.37093  0.21
H: -4.16158 1.03447 -1.80153  0.19
H: -3.10568 1.77857 0.87650  0.22
H: -2.02008 2.25707 -0.42248  0.22
H: -3.70035 2.85572 -0.37489  0.21



4.
Entry from the OMol25 dataset: a molecular structure, C16H34O17PV2 at a distorted geometry (ωB97M-V with the def2-TZVPD basis set).

Output
**Charge**: +1
**Highest occupied orbital energy**: -10.06 eV
**Orbital gap**: 0.08813 Eh

Last column: Mulliken charge in e.
CARTESIAN COORDINATES (ANGSTROEM)
O: 5.35168 0.59234 7.62867  -0.50
V: 5.37410 1.76791 6.52958  1.75
O: 6.73056 1.67084 5.69887  -0.46
O: -3.63051 -1.25075 8.13610  -0.48
V: -2.12680 -0.69981 8.18390  1.76
O: -1.16411 -1.73131 8.95528  -0.50
O: -0.02990 0.48393 1.50892  -0.41
C: 0.44649 0.23379 2.73355  0.74
O: -0.26313 -0.36319 3.57298  -0.62
O: 1.60686 0.48405 3.07410  -0.60
H: -0.94216 0.20452 1.61525  0.32
C: 0.42740 -6.15081 0.83356  -0.70
O: 0.61639 -7.50424 1.21814  -0.32
P: -0.32693 -8.21477 2.37392  1.12
O: 0.12462 -9.62459 2.71573  -0.70
O: -0.19731 -7.17103 3.58989  -0.33
C: 1.11247 -6.79709 4.03235  -0.73
O: -1.85059 -8.16892 1.89633  -0.31
C: -2.18826 -8.76534 0.66413  -0.68
H: -0.38866 -5.67726 1.37937  0.36
H: 0.13092 -6.22850 -0.21246  0.28
H: 1.36857 -5.61008 0.93316  0.24
H: 1.29005 -6.97910 5.09228  0.31
H: 1.27946 -5.72743 3.90572  0.27
H: 1.94508 -7.38637 3.64817  0.34
H: -2.95496 -8.16091 0.17942  0.24
H: -2.60869 -9.74554 0.88893  0.28
H: -1.34271 -8.93635 -0.00213  0.34
O: -4.54519 -1.16349 -0.82917  -0.58
C: -5.11666 -1.67863 -1.79512  0.71
O: -4.76362 -1.61678 -3.10127  -0.32
C: -3.73633 -0.77723 -3.55396  -0.26
C: -4.08074 0.76354 -3.57276  -1.05
C: -6.19312 -2.70015 -1.54084  -0.91
H: -3.55390 -1.06573 -4.58913  0.32
H: -2.79897 -0.95558 -3.02705  0.31
H: -3.34956 1.23481 -4.22955  0.37
H: -4.00008 1.17792 -2.56783  0.28
H: -5.08421 0.91357 -3.97107  0.30
H: -6.10496 -3.20694 -0.57986  0.29
H: -5.97797 -3.43030 -2.32103  0.31
H: -7.16756 -2.24245 -1.71133  0.24
O: 8.91789 0.31546 -1.92564  -0.54
C: 8.33682 1.33474 -2.17389  0.67
O: 7.11233 1.45351 -2.69232  -0.26
C: 6.38726 0.29277 -3.10830  -0.26
C: 5.01530 0.72899 -3.72867  -1.07
C: 8.94667 2.71891 -1.85432  -0.97
H: 6.25014 -0.35642 -2.24351  0.29
H: 6.94519 -0.33744 -3.80087  0.31
H: 4.51738 -0.04276 -4.31567  0.35
H: 5.19077 1.65055 -4.28368  0.30
H: 4.30169 1.02238 -2.95875  0.28
H: 9.03354 3.29812 -2.77359  0.29
H: 9.93533 2.55567 -1.42536  0.31
H: 8.32970 3.29246 -1.16259  0.29
O: -2.16867 9.56801 0.21968  -0.56
C: -2.35235 8.42161 -0.18562  0.68
O: -2.73184 8.04484 -1.40322  -0.34
C: -2.87904 9.03324 -2.40904  -0.25
C: -4.00805 10.05135 -2.28608  -1.01
C: -2.22775 7.22276 0.76011  -0.94
H: -2.86311 8.47743 -3.34655  0.35
H: -1.91657 9.54158 -2.35137  0.29
H: -3.66663 10.95022 -2.79945  0.29
H: -4.28563 10.28893 -1.25914  0.31
H: -4.96991 9.84198 -2.75418  0.32
H: -2.66744 6.30136 0.37829  0.30
H: -2.64233 7.51636 1.72449  0.29
H: -1.15744 7.01711 0.77547  0.25



Repeat the third record exactly.
Entry from the OMol25 dataset: C16H34NO4PS2 in the gas phase at a distorted geometry (ωB97M-V with the def2-TZVPD basis set).

Output
**Energy relative to the best compared isomer or geometry (same formula, charge and spin)**: 0.0 kJ/mol
**Charge**: 0
**Highest occupied orbital energy**: -8.46 eV
**Orbital gap**: 0.30514 Eh
**SMILES**: CCCCCCCCO[P@@](=O)(O)OCCCSC(=S)N(CC)CC

Last column: natural (NBO) charge in e.
CARTESIAN COORDINATES (ANGSTROEM)
C: 3.08868 0.17264 3.66726  -0.60
C: 1.85411 0.83996 3.06287  -0.40
C: 2.17926 1.69392 1.81147  -0.41
C: 1.32189 1.28616 0.61785  -0.39
C: 1.50947 2.08258 -0.68737  -0.41
C: 2.88416 2.69456 -0.97853  -0.40
C: 3.89752 1.75563 -1.64877  -0.42
C: 4.09598 0.38254 -1.03242  -0.08
O: 3.15651 -0.55627 -1.60470  -0.82
P: 3.24881 -2.07340 -1.11086  2.56
O: 4.45576 -2.80454 -1.52994  -1.07
O: 3.07840 -2.03411 0.48306  -1.00
O: 1.89708 -2.67748 -1.67709  -0.81
C: 0.70492 -2.77587 -0.87946  -0.07
C: -0.41861 -3.29985 -1.77811  -0.44
C: -1.68090 -2.43254 -1.82062  -0.51
S: -2.27684 -2.08992 -0.14026  0.20
C: -3.96590 -1.54893 -0.47068  -0.07
S: -5.06337 -2.62315 -1.00476  -0.02
N: -4.19569 -0.22634 -0.13191  -0.47
C: -5.59642 0.13548 0.11240  -0.23
C: -6.10111 -0.41003 1.44346  -0.61
C: -3.49850 0.75549 -0.97755  -0.21
C: -3.05157 1.99861 -0.19355  -0.63
H: 3.62783 -0.42931 2.93124  0.20
H: 2.78906 -0.51063 4.46781  0.21
H: 3.75930 0.90406 4.12186  0.21
H: 1.36026 1.45221 3.81968  0.21
H: 1.15262 0.05131 2.76683  0.19
H: 3.24665 1.58500 1.60243  0.19
H: 1.97910 2.74591 2.03491  0.21
H: 0.27816 1.40502 0.93265  0.21
H: 1.42116 0.21349 0.40467  0.17
H: 1.29209 1.39984 -1.51823  0.21
H: 0.74975 2.86573 -0.74771  0.21
H: 3.32313 3.18292 -0.10427  0.20
H: 2.71002 3.49993 -1.70017  0.21
H: 4.86620 2.25917 -1.68012  0.22
H: 3.57766 1.61590 -2.68592  0.22
H: 5.10068 0.01571 -1.25095  0.21
H: 3.98865 0.40240 0.05723  0.17
H: 2.73222 -1.21207 0.84003  0.51
H: 0.88867 -3.46389 -0.05397  0.20
H: 0.44407 -1.79207 -0.47786  0.18
H: -0.02547 -3.33809 -2.79680  0.24
H: -0.70112 -4.31394 -1.49179  0.22
H: -2.46597 -2.98568 -2.34002  0.24
H: -1.48972 -1.50617 -2.36887  0.20
H: -6.24303 -0.14800 -0.72300  0.21
H: -5.61817 1.22819 0.17158  0.20
H: -7.14608 -0.12971 1.58018  0.22
H: -5.53878 0.06141 2.25402  0.21
H: -5.98261 -1.48962 1.51612  0.22
H: -2.61230 0.26004 -1.37093  0.21
H: -4.16158 1.03447 -1.80153  0.19
H: -3.10568 1.77857 0.87650  0.22
H: -2.02008 2.25707 -0.42248  0.22
H: -3.70035 2.85572 -0.37489  0.21